92
Properties=species:S:1:pos:R:3:forces:R:3 method="wB97M-V/def2-TZVPD" total_energy_ha=-4336.87542 max_force_ev_per_a=2.78 relative_energy_kcal_mol=0.00 orbital_gap_ev=9.968 lumo_ev=0.015 molar_mass_g_mol=840.8
O -25.9820 7.9078 7.9312 -0.211 0.294 0.288
C -26.3785 8.8535 8.5599 0.550 -1.421 -0.920
O -25.5961 9.4493 9.4739 -0.035 1.027 0.833
C -26.2413 10.6478 9.9637 -0.876 0.389 -0.797
C -27.3987 10.9213 8.9541 -0.615 -0.511 0.471
C -27.7162 9.5210 8.4498 0.430 -0.579 -0.094
H -25.5190 11.4560 10.0592 0.154 -0.070 -0.402
H -26.6902 10.5354 10.9518 0.212 -0.609 0.066
H -27.1655 11.5159 8.0740 0.343 0.384 0.356
H -28.2673 11.3163 9.4782 0.175 0.460 -0.110
H -28.0492 9.4134 7.4204 -0.028 0.310 -0.016
H -28.3915 8.8989 9.0438 -0.103 0.384 0.284
O -21.8864 13.7065 13.5015 -0.222 0.244 -0.006
C -21.4576 14.4050 14.3873 -0.127 -0.725 -1.250
O -21.9803 15.5905 14.6765 -0.606 1.076 -0.080
C -21.1158 16.2948 15.5738 0.860 -1.571 1.267
C -20.4181 15.1463 16.3548 0.688 0.538 0.178
C -20.3522 14.0387 15.3087 0.106 -0.092 0.721
H -21.6104 16.9280 16.3021 -0.531 0.303 -0.648
H -20.3316 16.8007 15.0127 -0.340 0.410 -0.146
H -20.9118 14.8089 17.2655 -0.470 0.210 -0.186
H -19.4687 15.5655 16.6959 0.213 -0.473 -0.126
H -20.6651 13.0460 15.6373 0.449 0.016 0.365
H -19.3846 13.9457 14.8180 -0.123 0.049 -0.220
O -24.2159 7.2137 12.3428 0.115 0.126 0.034
C -23.9226 8.3662 12.4770 0.160 -1.539 0.305
O -24.8591 9.2733 12.8250 0.320 0.953 -0.459
C -24.2764 10.5807 12.8485 0.846 0.251 0.191
C -22.7529 10.4276 12.7180 0.063 -0.241 0.433
C -22.5413 8.9772 12.2662 -1.136 0.859 -0.034
H -24.5145 11.0080 13.8197 -0.326 0.308 -0.217
H -24.5376 11.2309 12.0139 -1.049 -0.296 0.114
H -22.3536 10.5834 13.7201 0.443 -0.063 -0.174
H -22.3450 11.1892 12.0580 0.133 -0.062 0.032
H -21.7399 8.5173 12.8318 -0.160 -0.511 -0.195
H -22.4387 8.8313 11.1893 0.605 0.258 0.013
O -18.3191 14.2792 8.5785 -0.339 -0.147 0.379
C -18.8727 14.8110 9.5035 1.280 -0.093 -0.638
O -20.1149 15.2907 9.4076 -1.298 -0.097 0.070
C -20.5616 15.8654 10.6798 0.484 -0.983 -0.718
C -19.2373 16.3192 11.2129 0.906 2.058 1.630
C -18.2288 15.2474 10.8103 -0.992 0.408 0.517
H -21.0094 15.0522 11.2610 0.248 0.015 0.157
H -21.3630 16.5762 10.5018 0.366 0.371 -0.194
H -19.2264 16.6160 12.2700 -0.244 -0.767 0.172
H -18.8916 17.2827 10.8214 -0.485 -0.134 -0.758
H -18.1868 14.5123 11.6150 0.050 -0.488 -0.456
H -17.2327 15.6377 10.6297 0.030 -0.107 -0.078
C -24.7512 14.4483 12.2211 0.462 -1.414 1.287
C -23.8994 14.1805 11.0055 0.611 2.422 -0.896
O -24.7241 14.5306 9.8600 -1.953 -0.516 0.001
S -26.2522 14.8835 10.3460 1.254 -0.875 0.192
O -27.2517 14.2051 9.5597 1.152 0.450 1.056
O -26.3128 16.2926 10.5389 -0.366 -0.038 -0.121
O -26.0780 14.1848 11.8095 -1.420 0.063 -1.512
H -24.7041 15.4231 12.7055 0.376 0.002 -0.496
H -24.4878 13.6598 12.9290 -0.228 0.318 0.317
H -23.4626 13.1923 10.8947 -0.363 -0.131 0.014
H -23.1391 14.9608 10.9349 0.354 -0.525 0.361
C -26.0291 18.4001 13.9086 -0.816 -1.672 -1.662
C -25.0429 17.7617 14.9266 -0.254 0.020 -1.125
O -23.7147 18.1278 14.4931 0.675 1.247 -0.105
S -23.6463 18.5372 12.9401 -1.675 0.459 0.062
O -23.4689 17.3256 12.1777 0.016 1.115 0.470
O -22.8094 19.6858 12.6903 -1.075 -1.695 0.625
O -25.2330 18.9983 12.9019 2.316 1.085 -0.573
H -26.8628 19.0220 14.2423 0.976 0.837 0.599
H -26.6283 17.7174 13.2930 0.406 -0.891 0.784
H -24.9680 16.6810 14.8453 -0.916 -0.134 0.551
H -25.2703 18.1746 15.9030 0.561 -0.313 0.253
C -30.0135 17.6825 7.4828 -1.857 1.229 -0.788
C -29.3798 16.3299 7.5384 0.932 -1.215 0.591
O -27.9914 16.5215 7.9231 0.431 1.505 -0.960
S -27.5030 18.0319 7.4744 -0.779 1.150 1.381
O -26.9971 18.1472 6.1422 -0.950 -0.866 0.534
O -26.7670 18.6689 8.5182 -0.175 -0.960 -0.378
O -29.0260 18.6639 7.6463 1.640 -0.230 -0.367
H -30.7984 17.8495 8.2289 0.430 -0.165 0.354
H -30.5536 17.8969 6.5519 0.342 -0.408 -0.175
H -29.4171 15.7577 6.6143 -0.020 0.152 -0.094
H -29.7892 15.7284 8.3485 -0.051 -0.123 -0.134
C -30.2251 16.0683 11.3810 1.294 -0.299 -1.376
C -29.4337 17.3552 11.2429 -0.895 1.370 -1.894
O -29.6599 18.1035 12.4391 0.944 -0.150 1.324
S -29.7966 17.0917 13.6758 -0.330 -0.558 0.886
O -30.7246 17.5390 14.6743 0.509 -0.019 -1.528
O -28.5194 16.6511 14.1950 -1.060 0.232 -1.373
O -30.5306 15.9734 12.7506 0.015 -0.563 1.015
H -29.5409 15.3168 10.9670 -0.011 -0.591 1.018
H -31.0612 15.9462 10.6905 -0.741 0.565 0.823
H -29.8243 18.0374 10.4842 -0.267 -0.207 -0.075
H -28.4295 17.1624 10.8735 0.595 0.214 1.181

74
Properties=species:S:1:pos:R:3:forces:R:3 method="wB97M-V/def2-TZVPD" total_energy_ha=-2123.36814 max_force_ev_per_a=3.37 orbital_gap_ev="5.919 / 5.525" total_charge=+2 lumo_ev="-7.779 / -8.161" molar_mass_g_mol=718.9
Ir -0.1109 -0.1835 0.2261 1.697 1.683 -2.244
C 4.7778 3.7502 -1.6137 0.025 -0.114 0.099
C 4.7369 3.0263 -0.2711 0.139 0.847 -0.091
N 4.1415 1.6996 -0.3582 -0.610 -0.238 -0.017
C 5.0017 0.5332 -0.2885 0.437 -0.657 -0.128
C 5.4086 -0.0146 -1.6543 0.001 0.114 0.253
C 2.8256 1.6022 -0.4739 -0.614 0.169 0.277
S 2.1566 0.0009 -0.7399 -1.881 -1.484 0.969
N 2.1061 2.6983 -0.4305 0.034 0.806 0.236
C 0.7860 2.8609 -0.4135 1.943 0.214 0.196
O -0.0747 1.9436 -0.4115 -1.775 -2.632 1.132
C 0.3287 4.2579 -0.3505 -0.573 0.054 -0.217
C 1.2282 5.3223 -0.2640 0.009 -0.212 -0.086
C 0.7543 6.6148 -0.1526 -0.032 0.057 0.035
C -0.6141 6.8584 -0.1263 0.134 -0.069 0.016
C -1.5116 5.8077 -0.2604 -0.074 0.098 0.019
C -1.0454 4.5141 -0.3667 0.181 -0.094 -0.002
H 5.2408 4.7237 -1.4772 0.040 0.094 -0.005
H 3.7801 3.8956 -2.0180 -0.075 0.006 -0.005
H 5.3699 3.1958 -2.3360 0.074 -0.043 -0.096
H 4.1457 3.6088 0.4411 0.198 -0.095 -0.029
H 5.7528 2.9220 0.1111 -0.149 -0.142 0.070
H 4.4752 -0.2489 0.2700 0.186 0.168 0.027
H 5.8938 0.8171 0.2743 -0.185 -0.004 0.004
H 4.5480 -0.4101 -2.1875 -0.049 -0.015 -0.109
H 6.1253 -0.8184 -1.5101 0.053 -0.099 -0.037
H 5.8798 0.7526 -2.2602 0.053 0.082 -0.100
H 2.2873 5.1164 -0.2849 0.045 0.041 0.030
H 1.4535 7.4355 -0.0855 0.009 0.044 0.046
H -0.9764 7.8664 0.0104 -0.036 0.075 -0.104
H -2.5729 6.0040 -0.2850 -0.071 0.012 0.049
H -1.7279 3.6843 -0.4673 -0.104 -0.018 0.014
C -0.0985 -0.0628 4.9305 -0.042 0.090 1.253
C 0.0169 -0.1474 3.5224 0.258 -0.199 -2.221
N 0.1105 -0.2269 2.3780 -0.831 0.250 -0.896
H -0.8730 0.6616 5.1922 0.057 -0.033 -0.011
H 0.8504 0.2602 5.3624 -0.039 -0.008 -0.002
H -0.3650 -1.0376 5.3428 0.020 0.041 -0.019
N -7.4766 -0.2730 0.6517 -0.290 -0.068 0.377
C -6.7218 -0.0941 -0.4435 0.042 0.010 -0.067
O -7.1804 0.0271 -1.5545 0.155 0.046 -0.217
C -5.2184 -0.0625 -0.2373 0.340 0.006 -0.106
C -4.5613 -0.3617 0.9511 0.187 0.085 -0.210
C -3.1765 -0.3220 0.9786 -0.453 -0.134 0.475
N -2.4350 -0.0130 -0.0820 1.427 -0.449 1.195
C -3.0539 0.2819 -1.2211 -0.074 0.181 -0.547
C -4.4341 0.2691 -1.3386 0.030 -0.078 0.277
H -8.4790 -0.2768 0.5324 0.087 -0.006 0.000
H -7.1129 -0.3268 1.5846 -0.023 0.040 -0.038
H -5.0863 -0.6327 1.8520 -0.022 -0.044 0.111
H -2.6437 -0.5464 1.8935 -0.039 -0.038 -0.023
H -2.4359 0.5404 -2.0692 0.101 0.013 -0.032
H -4.9222 0.5042 -2.2704 0.002 0.029 -0.145
C 2.0077 -3.5580 0.5207 0.117 0.319 0.114
N 0.8246 -4.2761 0.1165 -0.195 0.375 -0.178
C 0.8723 -5.7167 0.2771 -0.194 -0.545 -0.064
C -0.0773 -6.3824 -0.7040 -0.072 0.134 0.189
C -1.4538 -5.7670 -0.5133 0.201 -0.528 0.056
N -1.3665 -4.3290 -0.6618 0.413 0.567 -0.016
C -2.5453 -3.6352 -1.1187 -0.285 0.329 -0.014
C -0.2782 -3.6152 -0.2914 0.059 -1.442 0.376
O -0.3134 -2.3648 -0.3622 0.022 2.527 0.220
H 2.8848 -4.0287 0.0759 -0.009 0.045 0.004
H 2.1138 -3.5803 1.6076 0.087 0.041 0.044
H 1.9462 -2.5251 0.1847 0.104 -0.158 0.080
H 0.6026 -5.9807 1.3079 0.089 -0.022 -0.077
H 1.8992 -6.0466 0.1053 -0.082 0.074 0.024
H -0.1081 -7.4563 -0.5332 -0.015 -0.008 0.022
H 0.2636 -6.2075 -1.7248 0.014 -0.028 -0.037
H -1.8471 -6.0119 0.4822 -0.023 -0.037 -0.123
H -2.1569 -6.1491 -1.2560 0.050 0.079 0.066
H -2.9906 -4.1814 -1.9484 0.010 0.003 -0.004
H -2.2688 -2.6369 -1.4512 -0.128 -0.119 -0.022
H -3.2837 -3.5524 -0.3170 -0.087 0.013 -0.022